Entry 1:
Entry from OMol25: a structure of composition IO8P2Zn2 in a non-equilibrium geometry (ωB97M-V/def2-TZVPD).

total charge = -3
spin multiplicity = 1
total energy = -139889.165 eV
F_max = 4.7 eV/A

XYZ file:
```
13
Properties=species:S:1:pos:R:3:forces:R:3:lowdin_charge:R:1
Zn 1.633 1.069 2.351 -0.07 -0.05 -0.02 0.284
Zn -1.101 0.284 -0.870 0.91 -0.78 0.89 0.841
P -1.086 -2.181 1.622 -2.54 0.99 -1.53 -0.233
O -0.596 -2.260 0.196 0.31 -0.37 -2.58 -0.333
O -0.250 -2.930 2.537 2.99 -1.47 3.05 -0.291
O -2.476 -2.770 1.843 -0.36 0.79 -0.44 -0.297
O -0.939 -0.619 1.697 -0.24 1.11 0.35 -0.484
P 2.050 2.141 -1.614 -3.82 -2.00 1.93 -0.097
O 2.503 1.028 -0.566 0.36 1.32 -0.33 -0.342
O 2.933 3.040 -2.346 1.74 0.51 -1.25 -0.360
O 1.386 2.887 -0.379 0.47 -0.65 0.06 -0.310
O 0.908 1.428 -2.397 0.29 0.42 0.03 -0.468
I -4.965 -1.116 -2.074 -0.03 0.16 -0.16 -0.911
```
Positions in Å, forces in eV/Å.


Entry 2:
Entry from OMol25: a structure of composition ITi2 (ωB97M-V/def2-TZVPD).

energy above the lowest of the compared OMol25 structures with the same formula, charge and spin = 62.34 kJ/mol
total charge = +1
spin multiplicity = 7
F_max = 0.6 eV/A

XYZ file:
```
3
Properties=species:S:1:pos:R:3:forces:R:3:lowdin_charge:R:1
Ti -5.055 17.607 -22.934 0.45 0.18 -0.40 0.570
Ti -1.572 20.290 -26.168 -0.16 -0.21 0.15 0.469
I -2.887 18.171 -24.836 -0.29 0.03 0.25 -0.039
```
Positions in Å, forces in eV/Å.